# 1
Computed, not measured: a molecular structure, C3H3CuLiO2, with ωB97M-V with the def2-TZVPD basis set.

Its spin multiplicity is 2. The calculation puts the frontier orbital gap (spin up / spin down) at 5.61 / 7.85 eV. The energy above the lowest of the compared OMol25 structures with the same formula, charge and spin comes out at 0.000 eV.

Geometry (Å):
C: 2.333353 0.171837 -0.048694
C: 3.308677 -0.693610 0.296637
H: 4.353718 -0.396094 0.209331
H: 2.628601 1.161776 -0.437547
H: 3.079113 -1.688719 0.688742
O: 1.034806 -0.039312 0.030899
C: -2.058999 -0.603439 -0.270791
O: -2.178368 0.487663 0.263637
Cu: -0.541743 1.247765 0.589933
Li: -0.023801 -1.474780 -0.326011

Forces on atoms 1 to 6 (eV/Å):
C 1.3 0.1 0.2
C -0.3 0.3 -0.1
H -0.3 -0.1 -0.1
H -0.1 -0.3 0.2
H 0.1 0.3 -0.1
O -1.1 0.1 0.2

***

# 2
Computed, not measured: a molecular structure, C3H3CuMgO4, with ωB97M-V with the def2-TZVPD basis set.

Its total charge is +1. Its spin multiplicity is 2. The calculation puts the frontier orbital gap (spin up / spin down) at 5.66 / 8.79 eV. The energy above the lowest of the compared OMol25 structures with the same formula, charge and spin comes out at 2.164 eV.

Geometry (Å):
H: -1.839725 -1.061990 0.699520
C: -1.930617 -0.348913 -0.308036
C: -0.498021 -0.608537 -0.221144
O: 0.220124 0.301788 0.365330
C: 1.648832 0.176501 0.444478
O: 2.123634 -0.936202 0.671646
O: 2.246713 1.238905 0.272664
O: -2.361483 0.879981 -0.271922
Mg: 4.101173 0.092216 0.626382
H: -2.314586 -1.053134 -1.090308
H: 0.008066 -1.304434 -0.902248
Cu: -1.404107 2.623823 -0.286357

Forces on atoms 1 to 6 (eV/Å):
H -0.5 0.2 -0.3
C 2.0 -0.7 -1.2
C -0.1 1.7 -1.0
O -0.5 -0.2 -0.2
C 0.4 -0.1 -0.1
O 0.0 -0.2 0.0

***

# 3
Computed, not measured: a molecular structure, C3H3CuO3, with ωB97M-V with the def2-TZVPD basis set.

Its total charge is +2. The calculation puts the frontier orbital gap at 8.74 eV.

Geometry (Å):
O: -0.071077 0.132391 0.053934
Cu: 4.186834 -0.654814 -0.249344
O: 2.145280 -0.307429 -0.086883
C: 1.192824 0.303920 0.232929
O: 1.340169 1.562129 1.037558
C: 0.212688 2.087379 1.161614
H: -0.070087 2.730630 2.025300
C: -0.846867 1.219442 0.645268
H: -1.439059 1.727264 -0.134933
H: -1.492833 0.826838 1.448188

Forces on atoms 1 to 6 (eV/Å):
O -0.2 0.2 0.0
Cu 0.0 -0.1 -0.1
O 0.1 0.1 0.1
C -0.3 0.1 -0.1
O 0.6 0.7 -0.4
C -1.4 -1.6 2.9

***

# 4
Computed, not measured: 2 unconnected molecules or ions with the total composition C3H3F2I, with ωB97M-V with the def2-TZVPD basis set.

The calculation puts the frontier orbital gap at 8.54 eV. The energy above the lowest of the compared OMol25 structures with the same formula, charge and spin comes out at 3.884 eV.

Geometry (Å):
C: 0.340549 0.008249 -0.902651
C: -0.153965 -0.746095 0.347724
C: -0.237449 0.684810 0.235297
F: 1.426309 1.540796 1.554433
F: -1.170897 1.569999 0.377681
I: -1.958891 -1.882922 0.280725
H: 1.408536 0.028302 -1.059644
H: -0.235320 0.002371 -1.825989
H: 0.581127 -1.205509 0.992425

Forces on atoms 1 to 6 (eV/Å):
C 0.2 0.5 -0.4
C -0.8 -0.4 0.5
C 1.6 1.5 1.6
F -2.3 -1.4 -2.0
F 0.7 -0.8 -0.1
I 0.4 0.3 0.0

***

# 5
Computed, not measured: 2 unconnected molecules or ions with the total composition C3H3F2I, with ωB97M-V with the def2-TZVPD basis set.

The calculation puts the frontier orbital gap at 8.65 eV. The energy above the lowest of the compared OMol25 structures with the same formula, charge and spin comes out at 3.495 eV.

Geometry (Å):
C: 0.808610 -0.558295 -0.996806
C: -0.403113 -1.109232 -0.979667
C: -0.732254 1.918585 1.487702
F: -0.804038 -2.205026 -1.641314
F: -1.253897 0.808888 1.818717
I: 0.981090 2.304607 2.757116
H: 1.635715 -0.735172 -1.691296
H: -1.180559 -0.841701 -0.295622
H: 0.948446 0.417348 -0.458831

Forces on atoms 1 to 6 (eV/Å):
C -0.2 1.5 -0.4
C 0.9 -0.2 0.6
C 0.3 0.7 -0.2
F 0.5 0.0 -0.4
F -0.1 -0.5 0.3
I -0.2 -0.2 -0.1

***

# 6
Computed, not measured: a molecular structure, C3H3F2NO, with ωB97M-V with the def2-TZVPD basis set.

The calculation puts the frontier orbital gap at 10.92 eV. The energy above the lowest of the compared OMol25 structures with the same formula, charge and spin comes out at 1.612 eV.

Geometry (Å):
C: -2.258188 -0.526927 -0.186897
C: 0.390244 -0.476204 0.288998
C: -1.291980 0.535068 -0.106537
N: -2.960601 -1.428836 -0.196736
O: -1.098164 1.228871 -1.236303
F: 1.332037 0.233624 -0.361583
F: -1.448766 1.319016 0.999907
H: 0.281137 -1.470115 -0.122478
H: 0.506945 -0.393314 1.364532
H: -0.331607 1.817950 -1.166000

Forces on atoms 1 to 6 (eV/Å):
C -0.4 0.4 -0.1
C -3.3 1.9 -0.5
C 4.4 -1.9 1.2
N -0.3 -0.5 0.0
O -0.5 0.2 -0.3
F 0.4 0.2 -0.2

***

# 7
Computed, not measured: C3H3F2NO2 in the gas phase, with ωB97M-V with the def2-TZVPD basis set.

As for the SMILES: O=C/C(=N/O)C(F)F. The calculation puts the frontier orbital gap at 10.17 eV. The energy above the lowest of the compared OMol25 structures with the same formula, charge and spin comes out at 2.271 eV.

Geometry (Å):
O: -2.489760 -0.574989 -0.052871
C: -1.700318 0.327599 0.055107
C: -0.245344 0.171077 -0.068179
N: 0.368891 1.292534 -0.076707
O: 1.732511 1.177343 0.030953
C: 0.390258 -1.207738 -0.017914
F: 1.168466 -1.376267 -1.094173
F: 1.142325 -1.368807 1.087312
H: -1.923061 1.419410 0.190727
H: 1.948553 2.127207 -0.088864
H: -0.392522 -1.987374 0.034605

Forces on atoms 1 to 6 (eV/Å):
O 0.0 0.3 0.3
C -0.2 0.6 -0.8
C 0.7 -0.1 0.6
N 0.1 -0.8 0.4
O -0.5 1.4 -0.6
C -1.2 -0.1 0.2

***

# 8
Computed, not measured: 2 unconnected molecules or ions with the total composition C3H3F3S, with ωB97M-V with the def2-TZVPD basis set.

The calculation puts the frontier orbital gap at 8.01 eV. The energy above the lowest of the compared OMol25 structures with the same formula, charge and spin comes out at 2.191 eV.

Geometry (Å):
C: 0.395090 0.627227 -0.136880
C: -1.686872 0.274994 0.062918
C: 1.246681 -0.598566 -0.037674
F: 0.886342 -1.480317 0.908175
F: 2.528656 -0.258604 0.188173
F: 1.283113 -1.395592 -1.160950
S: 0.965066 2.084673 -0.321981
H: -1.788889 0.853192 1.032851
H: -2.308456 0.728855 -0.738800
H: -1.520735 -0.835861 0.204170

Forces on atoms 1 to 6 (eV/Å):
C -4.1 0.0 -0.2
C 3.9 0.2 1.3
C 1.5 -1.9 -0.7
F -0.4 0.7 0.6
F -0.3 -0.1 0.2
F -0.5 1.3 0.1

***

# 9
Computed, not measured: 2 unconnected molecules or ions with the total composition C3H3F3S, with ωB97M-V with the def2-TZVPD basis set.

The calculation puts the frontier orbital gap (spin up / spin down) at 7.22 / 7.22 eV. The energy above the lowest of the compared OMol25 structures with the same formula, charge and spin comes out at 4.491 eV.

Geometry (Å):
C: 1.630487 0.032448 -0.756593
C: 1.257393 -1.135351 -0.269849
C: -1.838960 0.541234 0.625395
F: 0.879660 1.121255 -0.695038
F: 2.851288 0.388517 -1.140094
F: 2.022847 -2.259430 -0.163294
S: -1.314791 -1.206012 0.551077
H: -0.815162 0.998370 0.930511
H: -2.627232 0.640340 1.373655
H: -2.045535 0.878631 -0.455767

Forces on atoms 1 to 6 (eV/Å):
C 0.5 0.3 0.8
C -1.7 -1.1 0.8
C 3.0 0.2 -1.8
F -0.3 -0.3 -0.3
F -0.2 -0.5 -0.1
F -1.4 1.9 -0.3

***

# 10
Computed, not measured: 2 unconnected molecules or ions with the total composition C3H3F6N3O3, with ωB97M-V with the def2-TZVPD basis set.

The calculation puts the frontier orbital gap (spin up / spin down) at 9.05 / 8.64 eV. The energy above the lowest of the compared OMol25 structures with the same formula, charge and spin comes out at 0.231 eV.

Geometry (Å):
C: 0.266180 -0.323631 -0.087630
C: -1.876311 0.620670 0.401194
C: -2.946845 0.873369 1.483487
N: -2.955324 -0.317189 -1.213866
N: -1.462379 1.707244 -0.432538
N: -2.915503 -0.470333 2.318898
O: -2.525324 -0.392626 3.411553
O: -3.348705 -1.412820 1.754400
O: -0.961211 -0.283766 0.695763
F: -2.564940 1.812818 2.344797
F: -4.205233 1.053268 1.042227
F: -2.196379 -1.426727 -1.262630
F: -4.104009 -0.696965 -0.736204
F: -0.525896 2.530573 0.350158
F: -2.444603 2.601669 -0.600180
H: 1.077787 0.198657 0.405202
H: 0.242682 -0.031551 -1.048447
H: 0.720973 -1.283542 -0.199984

Forces on atoms 1 to 6 (eV/Å):
C 1.4 -0.7 2.8
C -2.0 -0.4 -1.8
C 0.7 -1.2 0.4
N 2.3 3.0 0.2
N 2.1 0.7 0.1
N -1.3 1.6 -1.7

***

What maximum force values result from the calculations? In sequence: 2.038 2.457 3.633 3.316 1.574 4.885 1.586 4.111 3.472 3.804 eV/Å.
What DFT total energy values result from the calculations? In sequence: -52096.535 -61424.467 -53920.414 -16690.575 -16690.964 -12129.972 -14177.267 -22144.594 -22142.294 -30063.614 eV.